Entry 1:
A structure of composition C24H26AsMgO3PS3 at a distorted geometry. Source: the OMol25 dataset; level of theory: ωB97M-V/def2-TZVPD.

Computed properties:
* E_LUMO: 4.37 eV
* charge: -2

Each line ends with the natural charge from an NBO analysis.
Atoms and positions in Å:
Mg -0.957 1.975 -1.009  1.695
O -1.530 0.630 -2.245  -0.932
C -2.697 0.071 -2.515  0.783
O -3.700 0.661 -2.883  -0.650
C -2.747 -1.421 -2.549  -0.155
C -3.717 -1.886 -3.464  -0.107
C -3.843 -3.208 -3.737  -0.265
C -3.096 -4.147 -3.001  -0.208
C -2.200 -3.693 -2.076  -0.241
C -1.973 -2.337 -1.883  -0.303
P -0.822 -1.535 -0.694  0.956
C 0.681 -1.714 -1.715  -0.225
C 1.116 -3.019 -1.952  -0.226
C 2.236 -3.219 -2.704  -0.236
C 2.942 -2.158 -3.264  -0.227
C 2.416 -0.850 -3.154  -0.217
C 1.335 -0.666 -2.298  -0.210
C -0.395 -2.742 0.644  -0.331
C -1.204 -3.722 1.174  -0.169
C -0.783 -4.465 2.246  -0.242
C 0.329 -4.103 2.934  -0.245
C 0.983 -2.934 2.582  -0.200
C 0.644 -2.300 1.444  -0.213
H -4.361 -1.209 -3.991  0.227
H -4.424 -3.618 -4.572  0.192
H -3.147 -5.246 -3.300  0.191
H -1.515 -4.391 -1.560  0.203
H 0.544 -3.804 -1.428  0.207
H 2.635 -4.200 -2.814  0.188
H 3.804 -2.377 -3.828  0.190
H 2.857 -0.009 -3.652  0.204
H 1.004 0.318 -2.026  0.258
H -2.072 -4.072 0.661  0.196
H -1.292 -5.394 2.433  0.193
H 0.774 -4.723 3.680  0.191
H 1.804 -2.573 3.111  0.198
H 1.144 -1.416 1.165  0.233
S -2.695 5.521 1.179  -0.301
C -2.154 4.278 0.212  -0.483
S -2.828 2.675 0.371  -0.448
S -0.820 4.464 -0.984  -0.541
C 3.026 4.274 3.520  -0.960
As 1.848 5.010 2.075  0.925
C 0.237 4.192 2.738  -0.959
C 1.703 6.729 2.962  -0.974
H 2.586 4.532 4.491  0.195
H 4.068 4.589 3.446  0.203
H 3.032 3.199 3.460  0.217
H 0.267 4.245 3.871  0.182
H 0.308 3.178 2.575  0.230
H -0.688 4.652 2.382  0.273
H 1.436 6.584 4.027  0.198
H 0.991 7.399 2.491  0.232
H 2.657 7.260 2.988  0.202
C 1.262 1.363 0.928  -0.210
O 0.377 1.000 -0.049  -1.068
H 2.193 0.793 0.753  0.111
H 0.924 1.161 1.943  0.123
H 1.496 2.396 0.857  0.147

=====

Entry 2:
A structure of composition C24H26BBrF4MnN5OS at a distorted geometry. Source: the OMol25 dataset; level of theory: ωB97M-V/def2-TZVPD.

Computed properties:
* <S²>: 0.862
* E_LUMO (alpha / beta): -11.74 / -11.45 eV
* charge: +3
* spin multiplicity: 2

Each line ends with the natural charge from an NBO analysis.
Atoms and positions in Å:
Mn -0.340 0.082 1.130  1.433
Br -1.148 0.289 6.996  0.184
C -2.011 0.299 5.304  -0.098
C -3.382 0.505 5.196  -0.130
C -3.930 0.515 3.925  -0.210
C -3.111 0.325 2.823  0.041
N -1.792 0.123 2.928  -0.511
C -1.255 0.103 4.148  0.011
H -3.994 0.652 6.074  0.271
H -4.988 0.671 3.785  0.262
H -3.540 0.328 1.830  0.200
H -0.191 -0.073 4.230  0.237
F 3.283 1.739 2.557  -0.496
B 2.291 1.583 3.391  1.475
F 1.130 2.121 3.085  -0.505
F 2.381 0.819 4.425  -0.467
F 0.895 -0.208 2.130  -0.414
C -2.101 2.391 -1.226  -0.723
C -2.245 0.966 -0.802  0.647
O -1.427 0.550 0.085  -0.507
C -3.227 0.073 -1.348  -0.234
C -3.341 -1.231 -0.807  -0.058
C -4.260 -2.116 -1.316  -0.234
C -5.081 -1.734 -2.378  -0.043
C -4.988 -0.452 -2.915  -0.208
C -4.079 0.451 -2.408  -0.076
H -1.350 2.881 -0.603  0.270
H -3.042 2.931 -1.136  0.290
H -1.791 2.444 -2.271  0.293
H -2.688 -1.517 0.016  0.208
H -4.346 -3.102 -0.887  0.253
H -5.779 -2.444 -2.796  0.258
H -5.633 -0.162 -3.731  0.264
H -4.008 1.434 -2.841  0.241
N 1.660 -5.746 -0.125  -0.703
C 1.088 -4.570 0.101  0.283
C 0.820 -4.109 1.414  -0.288
C 0.249 -2.880 1.607  0.075
N -0.069 -2.042 0.597  -0.486
C 0.153 -2.479 -0.660  0.052
C 0.703 -3.700 -0.950  -0.287
H 1.927 -6.347 0.642  0.427
H 1.816 -6.082 -1.065  0.425
H 1.066 -4.716 2.270  0.258
H 0.030 -2.532 2.611  0.230
H -0.141 -1.811 -1.461  0.218
H 0.853 -3.985 -1.981  0.252
C 6.295 2.295 -1.144  -0.680
C 4.910 2.265 -1.645  0.342
C 4.549 2.431 -2.972  -0.272
C 3.191 2.388 -3.324  0.354
N 2.262 2.179 -2.382  -0.449
C 2.612 2.057 -1.132  0.289
S 1.392 2.016 0.084  -0.112
N 3.914 2.082 -0.741  -0.488
C 2.709 2.593 -4.701  -0.671
H 6.987 2.633 -1.910  0.271
H 6.612 1.302 -0.820  0.269
H 6.376 2.952 -0.278  0.262
H 5.303 2.600 -3.725  0.266
H 4.144 1.996 0.250  0.461
H 3.517 2.612 -5.425  0.251
H 2.174 3.544 -4.758  0.272
H 1.990 1.820 -4.969  0.257

=====

Entry 3:
A cluster of 3 separate species, C24H26BrClFINO14PS in total at a distorted geometry. Source: the OMol25 dataset; level of theory: ωB97M-V/def2-TZVPD.

Computed properties:
* E_LUMO: -1.52 eV

Each line ends with the Mulliken charge.
Atoms and positions in Å:
C 3.952 0.413 1.585  -0.859
C 4.152 0.428 0.089  0.297
O 4.954 1.198 -0.374  -0.557
N 3.519 -0.519 -0.810  0.717
C 4.360 -1.721 -0.962  -1.054
C 2.135 -0.844 -0.677  -2.601
O 1.837 -1.247 0.707  -0.286
S 0.554 -2.141 0.886  1.137
O 0.401 -2.299 2.291  -0.681
O 0.590 -3.279 0.033  -0.610
C -0.589 -0.923 0.291  -0.739
Br -2.397 -1.400 0.684  -0.011
C -0.312 -0.412 -1.135  0.118
C -0.564 -1.392 -2.297  -0.348
C -1.799 -2.236 -2.234  -0.381
O -2.903 -1.888 -2.484  -0.426
F -1.542 -3.505 -1.939  -0.256
C 1.123 0.203 -1.205  3.152
C 1.254 1.507 -0.401  -1.370
C 0.513 2.839 -0.692  -0.766
C 1.496 3.999 -0.931  -1.393
I -0.976 2.984 -2.227  0.062
P 1.564 0.523 -3.057  0.106
O 2.320 -0.898 -3.375  -0.507
Cl 3.163 1.807 -2.926  -0.239
H 4.075 1.438 1.920  0.375
H 2.998 0.055 1.933  0.170
H 4.747 -0.171 2.040  0.321
H 3.985 -2.554 -0.370  0.340
H 4.394 -2.014 -2.006  0.236
H 5.371 -1.484 -0.651  0.490
H 1.974 -1.737 -1.271  1.506
H -0.365 -0.102 0.963  0.597
H -1.042 0.381 -1.246  -0.053
H -0.715 -0.787 -3.190  0.662
H 0.278 -2.046 -2.491  0.366
H 2.310 1.756 -0.375  0.263
H 1.022 1.243 0.632  -0.010
H -0.016 3.112 0.212  0.622
H 1.680 4.142 -1.989  0.380
H 1.049 4.922 -0.576  0.426
H 2.437 3.828 -0.418  0.344
H 2.246 -1.053 -4.323  0.359
O -0.222 -3.889 6.202  -0.646
C 0.537 -2.966 6.428  0.991
C 1.007 -2.026 5.425  -0.981
C 1.853 -1.055 5.792  0.087
O 2.341 -0.147 4.950  -0.478
C 2.340 -0.901 7.208  1.015
O 3.121 0.006 7.434  -0.652
C 1.855 -1.828 8.212  -1.046
C 1.006 -2.800 7.852  0.316
O 0.511 -3.691 8.697  -0.567
H 0.662 -2.138 4.406  0.896
H 2.925 0.423 5.487  0.367
H 2.200 -1.702 9.228  0.423
H -0.067 -4.274 8.166  0.375
O -8.559 1.468 -4.459  -0.626
C -7.372 1.734 -4.464  0.981
C -6.838 3.078 -4.568  -0.993
C -5.511 3.257 -4.580  0.387
O -4.934 4.447 -4.673  -0.573
C -4.546 2.102 -4.490  1.120
O -3.357 2.377 -4.527  -0.625
C -5.076 0.763 -4.369  -1.134
C -6.405 0.582 -4.354  0.429
O -6.980 -0.604 -4.247  -0.567
H -7.537 3.900 -4.635  0.424
H -3.972 4.284 -4.665  0.360
H -4.380 -0.056 -4.284  0.450
H -7.943 -0.444 -4.267  0.367

=====

Entry 4:
A structure of composition C24H26ClN4O4Re. Source: the OMol25 dataset; level of theory: ωB97M-V/def2-TZVPD.

Computed properties:
* <S²>: 0.758
* E_LUMO (alpha / beta): -10.18 / -10.30 eV
* charge: +3
* spin multiplicity: 2

Each line ends with the natural charge from an NBO analysis.
Atoms and positions in Å:
Re 0.241 0.270 0.579  1.777
Cl -2.897 -0.478 7.088  0.123
C -2.049 -0.070 5.661  -0.048
C -1.716 1.266 5.410  -0.117
C -1.027 1.624 4.264  -0.226
C -0.675 0.637 3.363  0.314
O 0.010 1.017 2.228  -0.560
C -0.992 -0.709 3.589  -0.194
C -0.484 -1.745 2.747  0.242
N 0.090 -1.546 1.602  -0.489
C 0.851 -2.598 1.000  0.063
C 0.732 -3.955 1.166  -0.147
C 1.689 -4.814 0.584  -0.170
C 2.761 -4.319 -0.112  -0.127
C 2.901 -2.921 -0.292  -0.115
C 3.992 -2.294 -0.930  0.003
C 4.044 -0.921 -1.020  -0.274
C 2.993 -0.162 -0.517  0.157
N 1.936 -0.721 0.084  -0.490
C 1.907 -2.089 0.239  0.221
C -1.677 -1.053 4.765  -0.131
H -1.997 2.023 6.131  0.267
H -0.753 2.652 4.075  0.255
H -0.502 -2.757 3.143  0.225
H -0.076 -4.389 1.741  0.246
H 1.579 -5.881 0.719  0.264
H 3.508 -4.985 -0.524  0.259
H 4.797 -2.899 -1.331  0.263
H 4.882 -0.418 -1.482  0.273
H 2.985 0.916 -0.596  0.227
H -1.908 -2.090 4.972  0.252
C -3.143 -1.884 -1.473  -0.420
N -2.253 -1.201 -2.431  -0.291
C -2.574 -1.260 -3.873  -0.430
C -1.191 -0.588 -2.008  0.679
O -0.905 -0.619 -0.750  -0.681
C -0.247 0.097 -2.973  -0.157
O 0.697 0.848 -2.247  -0.526
C 0.694 2.252 -2.441  -0.158
C 0.308 2.932 -1.134  0.676
O 0.175 2.199 -0.103  -0.717
N 0.136 4.221 -1.075  -0.306
C 0.303 5.108 -2.237  -0.424
C -0.245 4.901 0.172  -0.425
H -4.058 -2.150 -1.991  0.250
H -3.375 -1.219 -0.645  0.234
H -2.659 -2.785 -1.100  0.234
H -3.375 -1.976 -4.012  0.260
H -1.711 -1.596 -4.445  0.231
H -2.910 -0.285 -4.227  0.238
H -0.815 0.712 -3.674  0.234
H 0.268 -0.672 -3.558  0.249
H 0.004 2.545 -3.234  0.230
H 1.695 2.571 -2.738  0.246
H 0.889 4.638 -3.020  0.220
H 0.832 6.000 -1.906  0.253
H -0.675 5.395 -2.621  0.241
H -0.538 4.171 0.918  0.234
H -1.075 5.569 -0.047  0.243
H 0.603 5.484 0.528  0.242

=====

Please write out number 3 again, unchanged.
A cluster of 3 separate species, C24H26BrClFINO14PS in total at a distorted geometry. Source: the OMol25 dataset; level of theory: ωB97M-V/def2-TZVPD.

Computed properties:
* E_LUMO: -1.52 eV

Each line ends with the Mulliken charge.
Atoms and positions in Å:
C 3.952 0.413 1.585  -0.859
C 4.152 0.428 0.089  0.297
O 4.954 1.198 -0.374  -0.557
N 3.519 -0.519 -0.810  0.717
C 4.360 -1.721 -0.962  -1.054
C 2.135 -0.844 -0.677  -2.601
O 1.837 -1.247 0.707  -0.286
S 0.554 -2.141 0.886  1.137
O 0.401 -2.299 2.291  -0.681
O 0.590 -3.279 0.033  -0.610
C -0.589 -0.923 0.291  -0.739
Br -2.397 -1.400 0.684  -0.011
C -0.312 -0.412 -1.135  0.118
C -0.564 -1.392 -2.297  -0.348
C -1.799 -2.236 -2.234  -0.381
O -2.903 -1.888 -2.484  -0.426
F -1.542 -3.505 -1.939  -0.256
C 1.123 0.203 -1.205  3.152
C 1.254 1.507 -0.401  -1.370
C 0.513 2.839 -0.692  -0.766
C 1.496 3.999 -0.931  -1.393
I -0.976 2.984 -2.227  0.062
P 1.564 0.523 -3.057  0.106
O 2.320 -0.898 -3.375  -0.507
Cl 3.163 1.807 -2.926  -0.239
H 4.075 1.438 1.920  0.375
H 2.998 0.055 1.933  0.170
H 4.747 -0.171 2.040  0.321
H 3.985 -2.554 -0.370  0.340
H 4.394 -2.014 -2.006  0.236
H 5.371 -1.484 -0.651  0.490
H 1.974 -1.737 -1.271  1.506
H -0.365 -0.102 0.963  0.597
H -1.042 0.381 -1.246  -0.053
H -0.715 -0.787 -3.190  0.662
H 0.278 -2.046 -2.491  0.366
H 2.310 1.756 -0.375  0.263
H 1.022 1.243 0.632  -0.010
H -0.016 3.112 0.212  0.622
H 1.680 4.142 -1.989  0.380
H 1.049 4.922 -0.576  0.426
H 2.437 3.828 -0.418  0.344
H 2.246 -1.053 -4.323  0.359
O -0.222 -3.889 6.202  -0.646
C 0.537 -2.966 6.428  0.991
C 1.007 -2.026 5.425  -0.981
C 1.853 -1.055 5.792  0.087
O 2.341 -0.147 4.950  -0.478
C 2.340 -0.901 7.208  1.015
O 3.121 0.006 7.434  -0.652
C 1.855 -1.828 8.212  -1.046
C 1.006 -2.800 7.852  0.316
O 0.511 -3.691 8.697  -0.567
H 0.662 -2.138 4.406  0.896
H 2.925 0.423 5.487  0.367
H 2.200 -1.702 9.228  0.423
H -0.067 -4.274 8.166  0.375
O -8.559 1.468 -4.459  -0.626
C -7.372 1.734 -4.464  0.981
C -6.838 3.078 -4.568  -0.993
C -5.511 3.257 -4.580  0.387
O -4.934 4.447 -4.673  -0.573
C -4.546 2.102 -4.490  1.120
O -3.357 2.377 -4.527  -0.625
C -5.076 0.763 -4.369  -1.134
C -6.405 0.582 -4.354  0.429
O -6.980 -0.604 -4.247  -0.567
H -7.537 3.900 -4.635  0.424
H -3.972 4.284 -4.665  0.360
H -4.380 -0.056 -4.284  0.450
H -7.943 -0.444 -4.267  0.367